<P>
ORCA calculation (ωB97M-V with the def2-TZVPD basis set) on a 2-piece molecular cluster, C4H10FN2 overall.

Properties
spin multiplicity = 1
net charge = +1
Kohn-Sham gap = 9.76 eV
highest occupied orbital energy = -13.81 eV

Each line ends with the Löwdin charge.
Atoms and positions in Å:
1 C 0.436 0.727 0.143  -0.145
2 C -2.241 -1.200 -0.094  -0.028
3 C 2.532 -0.450 -0.194  -0.034
4 C -1.850 0.142 0.369  -0.150
5 N 0.709 1.992 -0.033  0.185
6 N 1.089 -0.372 -0.072  -0.009
7 F -2.354 1.200 -0.208  0.081
8 H -2.533 -1.414 -1.145  0.116
9 H -3.271 -1.387 0.414  0.151
10 H -1.603 -1.898 0.351  0.059
11 H 2.892 -1.308 0.306  0.079
12 H 3.104 0.461 0.158  0.116
13 H 2.703 -0.533 -1.283  0.107
14 H -1.855 0.304 1.398  0.107
15 H 0.013 2.676 0.194  0.122
16 H 1.640 2.285 -0.289  0.124
17 H 0.588 -1.225 -0.017  0.119

<Q>
ORCA calculation (ωB97M-V with the def2-TZVPD basis set) on an isolated ion of composition C4H10FN2 and charge +1.

Properties
spin multiplicity = 1
structure (SMILES) = CN/C(CF)=[NH+]\C
net charge = +1
Kohn-Sham gap = 11.82 eV
highest occupied orbital energy = -14.93 eV

Each line ends with the Löwdin charge.
Atoms and positions in Å:
1 C 0.023 -0.044 0.202  -0.232
2 C 1.311 0.133 -1.880  -0.045
3 C -2.436 0.077 0.818  -0.042
4 C 1.511 -0.222 0.935  -0.064
5 N 0.134 0.197 -1.064  0.059
6 N -1.008 -0.029 0.994  0.043
7 F 1.401 -0.387 2.303  -0.037
8 H 1.332 0.703 -2.846  0.135
9 H 2.085 0.633 -1.424  0.057
10 H 1.654 -0.821 -2.134  0.087
11 H -2.867 0.327 -0.171  0.096
12 H -2.938 0.882 1.511  0.140
13 H -2.859 -0.907 1.099  0.104
14 H 2.042 0.843 0.821  0.177
15 H 2.078 -1.167 0.511  0.171
16 H -0.738 0.184 -1.603  0.176
17 H -0.727 -0.402 1.927  0.175

Which structure loses on stability? <P> does.

<P>
ORCA calculation (ωB97M-V with the def2-TZVPD basis set) on a 2-piece molecular cluster, C3H9NS overall.

Properties
spin multiplicity = 2
net charge = +1
Kohn-Sham gap (alpha / beta) = 7.62 / 6.88 eV
highest occupied orbital energy (alpha / beta) = -15.23 / -14.69 eV

Each line ends with the Löwdin charge.
Atoms and positions in Å:
1 C -0.573 1.522 0.443  0.000
2 C -0.247 0.076 -0.048  -0.447
3 C 1.233 -0.444 0.329  -0.400
4 S 1.460 -2.111 -0.591  0.805
5 N -1.181 -0.986 0.070  0.069
6 H 0.039 2.274 -0.103  0.106
7 H -1.663 1.695 0.170  0.119
8 H -0.536 1.771 1.477  0.087
9 H 0.020 -0.007 -1.293  0.061
10 H 1.144 -0.871 1.342  0.088
11 H 1.954 0.349 0.171  0.093
12 H 0.060 -0.321 -2.290  0.346
13 H -0.632 -1.594 -0.612  0.008
14 H -1.077 -1.354 0.936  0.063

<Q>
ORCA calculation (ωB97M-V with the def2-TZVPD basis set) on an isolated ion of composition C3H9NS and charge +1.

Properties
spin multiplicity = 2
net charge = +1
Kohn-Sham gap (alpha / beta) = 9.98 / 4.46 eV
highest occupied orbital energy (alpha / beta) = -13.37 / -13.19 eV

Each line ends with the Löwdin charge.
Atoms and positions in Å:
1 C -1.041 -1.620 1.056  0.011
2 N -0.961 -0.161 0.677  0.140
3 C 0.381 0.234 0.166  -0.193
4 C 0.327 1.094 -1.120  -0.490
5 S 1.853 0.943 -2.149  0.769
6 H -0.778 -1.876 2.094  0.128
7 H -2.059 -1.914 0.833  0.109
8 H -0.300 -2.169 0.461  0.099
9 H -1.128 0.380 1.523  0.159
10 H 0.767 -0.738 -0.057  0.091
11 H 0.873 0.745 0.989  0.153
12 H 0.295 2.139 -0.825  0.075
13 H -0.503 0.767 -1.750  0.080
14 H 2.274 2.175 -1.898  -0.134

Which structure loses on stability? <P> does.

<P>
ORCA calculation (ωB97M-V with the def2-TZVPD basis set) on C4H9N2O2 as an isolated structure.

Properties
spin multiplicity = 1
net charge = -1
Kohn-Sham gap = 7.44 eV
highest occupied orbital energy = -3.32 eV

Each line ends with the Löwdin charge.
Atoms and positions in Å:
1 C -0.253 1.849 -0.513  -0.201
2 C -0.337 -2.071 0.036  -0.115
3 C 0.477 0.606 -0.095  -0.181
4 C -1.026 -0.737 -0.128  -0.348
5 N -2.031 -0.390 0.754  0.030
6 N -3.017 0.192 0.129  -0.523
7 O -3.046 0.506 -1.094  -0.107
8 O -3.947 0.459 0.923  -0.110
9 H 0.578 2.676 -0.709  0.084
10 H -0.841 2.291 0.246  0.040
11 H -0.896 1.726 -1.387  0.048
12 H 0.247 -2.425 -0.805  0.052
13 H 0.296 -2.062 0.987  0.083
14 H -1.163 -2.760 0.191  0.051
15 H 1.373 0.287 -0.673  0.062
16 H 0.747 0.630 0.955  0.047
17 H -1.251 -0.339 -1.125  0.086

<Q>
ORCA calculation (ωB97M-V with the def2-TZVPD basis set) on an isolated ion of composition C4H9N2O2 and charge -1.

Properties
spin multiplicity = 1
structure (SMILES) = NCC(=O)NCC[O-]
net charge = -1
Kohn-Sham gap = 7.41 eV
highest occupied orbital energy = -3.13 eV

Each line ends with the Löwdin charge.
Atoms and positions in Å:
1 N 1.815 -0.863 1.573  -0.008
2 C 1.563 -0.342 0.188  -0.225
3 C 0.618 0.860 0.332  -0.509
4 N -0.326 1.231 -0.605  -0.033
5 C -1.096 0.400 -1.458  -0.190
6 C -1.747 -0.735 -0.326  -0.388
7 O -0.627 -1.020 0.302  -0.330
8 O 0.855 1.601 1.317  -0.062
9 H 0.992 -1.182 1.991  0.015
10 H 2.105 -0.061 2.098  0.031
11 H 2.585 0.188 0.022  0.118
12 H 1.273 -1.101 -0.570  0.103
13 H -1.049 1.832 -0.069  0.155
14 H -0.472 -0.056 -2.177  0.064
15 H -1.872 1.215 -1.870  0.115
16 H -2.604 -0.329 0.226  0.065
17 H -2.012 -1.639 -0.972  0.081

<R>
ORCA calculation (ωB97M-V with the def2-TZVPD basis set) on a 2-piece molecular cluster, C4H9N2O2 overall.

Properties
spin multiplicity = 1
net charge = -1
Kohn-Sham gap = 7.81 eV
highest occupied orbital energy = -3.79 eV

Each line ends with the Löwdin charge.
Atoms and positions in Å:
1 N 3.044 1.501 -0.669  0.069
2 C 1.949 0.702 -0.228  -0.819
3 O 1.026 1.338 0.391  -0.133
4 O 2.021 -0.517 -0.488  -0.090
5 H 3.179 2.351 -0.137  0.054
6 H 3.872 0.949 -0.852  0.056
7 C -2.455 -2.369 -0.734  -0.159
8 C -1.912 -0.997 -0.390  -0.195
9 C -2.145 -0.402 0.811  -0.256
10 N -1.586 0.793 1.236  0.021
11 H -3.116 -2.749 0.105  0.068
12 H -3.070 -2.300 -1.635  0.041
13 H -1.598 -3.089 -0.903  0.071
14 H -1.306 -0.488 -1.125  0.089
15 H -2.786 -0.912 1.523  0.088
16 H -1.750 1.021 2.207  0.059
17 H -0.625 0.995 0.875  0.036

Which structure loses on stability? <P> does.